Here is one molecule with the formula C7H9N at a distorted geometry from OMol25. Energies are from ωB97M-V/def2-TZVPD.

The geometry in XYZ format:
```
17
Properties=species:S:1:pos:R:3
C -1.97 -0.19 0.27
C -1.37 1.17 -0.07
C -0.08 1.48 -0.13
C 1.19 0.84 0.40
C 1.32 -0.66 0.44
C 0.20 -1.57 0.02
C -1.05 -1.33 -0.21
H -2.65 -0.10 1.35
H -2.84 -0.34 -0.52
H -1.99 2.17 -0.36
H -0.05 2.44 -0.70
H 1.75 1.64 1.14
H 1.54 0.04 -1.48
H 2.13 -1.16 1.09
H 0.70 -2.31 -0.32
H -1.48 -2.01 -0.96
N 1.92 0.16 -0.52
```

Results
Spin multiplicity: 1
Highest occupied orbital energy in eV: -8.917
Orbital gap in eV: 9.854

***

Here is an isolated ion of composition C4H11NS2 and charge +1 at a distorted geometry from OMol25. Energies are from ωB97M-V/def2-TZVPD.

The geometry in XYZ format:
```
18
Properties=species:S:1:pos:R:3
S -1.90 -1.36 -2.64
S -1.65 -1.28 -0.51
C -1.12 -0.64 1.23
C 0.32 -0.74 1.61
C 1.20 0.12 0.67
N 0.69 1.39 0.16
C 0.55 1.40 -1.30
H -0.60 -1.44 -2.97
H -1.91 -1.23 1.75
H -1.53 0.39 1.43
H 0.65 -1.78 1.53
H 0.34 -0.48 2.67
H 2.20 0.28 1.07
H 1.33 -0.71 -0.06
H -0.17 1.67 0.59
H 1.21 0.79 -1.93
H 0.82 2.44 -1.58
H -0.43 1.18 -1.70
```

Results
Spin multiplicity: 2
Highest occupied orbital energy (alpha / beta) in eV: -12.660 / -12.602
Orbital gap (alpha / beta) in eV: 5.560 / 4.388
Total charge: +1

***

Here is one molecule with the formula C5H6OS2 at a distorted geometry from OMol25. Energies are from ωB97M-V/def2-TZVPD.

The geometry in XYZ format:
```
14
Properties=species:S:1:pos:R:3
C -0.73 -0.32 0.60
C -0.89 -0.29 -0.86
C -0.25 1.14 -0.83
C 0.61 0.69 0.41
C 1.60 -0.42 -0.16
H -0.66 -1.55 2.18
H -1.59 0.20 1.11
H -1.78 -0.21 -1.47
H -0.99 1.77 -0.67
H 0.56 1.50 -1.64
H 0.88 1.28 1.36
O -0.54 -1.60 1.06
S 3.12 -1.04 0.37
S 0.65 -1.15 -1.47
```

Results
Spin multiplicity: 1
Highest occupied orbital energy in eV: -8.428
Orbital gap in eV: 8.250

***

Here is a 3-piece molecular cluster, C33H55Br2N5O5PS overall at a distorted geometry from OMol25. Energies are from ωB97M-V/def2-TZVPD.

The geometry in XYZ format:
```
102
Properties=species:S:1:pos:R:3
C 1.57 -1.60 3.27
C 1.06 -2.70 2.60
N 1.24 -3.10 1.15
C 1.87 -4.44 1.45
N 2.70 -5.05 0.42
C 2.16 -2.21 0.35
O 3.38 -2.27 0.97
C 4.31 -1.31 1.36
C 5.73 -1.68 0.70
C 6.76 -2.06 1.82
O 6.28 -0.60 -0.04
C 1.43 -0.91 -0.29
C 2.54 -0.53 -1.35
Br 3.56 1.18 -0.95
C 2.22 -0.33 -2.87
C 2.74 -1.60 -3.70
P 1.03 0.55 0.80
O 0.60 1.79 0.03
O 2.26 0.96 1.89
O -0.26 0.34 1.87
C 0.12 -1.79 -0.70
C 0.15 -2.48 -2.12
C -1.20 -0.92 -0.88
C -1.15 0.20 -1.97
C -2.36 1.20 -1.68
S -1.85 2.85 -2.38
C -0.11 -3.00 0.38
N -0.86 -2.33 1.44
C -2.04 -2.54 1.88
C -3.36 -1.76 1.54
C -2.29 -3.63 3.02
C -0.78 -4.34 0.01
Br -2.66 -4.29 -0.70
C -0.09 -5.38 -0.97
C -0.02 -6.80 -0.28
H 2.66 -1.52 3.47
H 0.96 -0.78 3.71
H 0.55 -3.49 3.20
H 2.56 -4.28 2.32
H 1.15 -5.20 1.83
H 3.65 -4.68 0.39
H 2.82 -6.02 0.69
H 2.30 -2.83 -0.59
H 4.52 -1.41 2.46
H 4.21 -0.22 1.19
H 5.62 -2.57 0.02
H 7.81 -2.04 1.46
H 6.68 -1.27 2.61
H 6.49 -3.05 2.24
H 5.68 -0.36 -0.76
H 3.40 -1.25 -1.32
H 1.16 -0.09 -3.13
H 2.79 0.49 -3.36
H 3.58 -1.34 -4.37
H 1.91 -1.94 -4.38
H 2.98 -2.47 -3.05
H 2.00 1.78 2.33
H -0.14 0.88 2.66
H 1.05 -3.13 -2.26
H 0.18 -1.79 -2.99
H -0.72 -3.13 -2.32
H -2.01 -1.63 -1.20
H -1.57 -0.44 0.04
H -0.25 0.84 -2.01
H -1.33 -0.25 -2.98
H -3.31 0.85 -2.13
H -2.48 1.36 -0.58
H -1.01 3.42 -1.45
H -4.25 -2.35 1.88
H -3.49 -1.59 0.46
H -3.41 -0.79 2.10
H -3.30 -4.08 2.87
H -2.32 -3.07 3.98
H -1.54 -4.44 3.01
H -0.92 -4.92 0.96
H 0.90 -5.05 -1.36
H -0.68 -5.58 -1.90
H 0.70 -6.85 0.56
H -1.04 -7.09 0.06
H 0.25 -7.52 -1.09
N -5.99 6.72 -0.71
C -6.77 6.55 -1.79
C -6.48 5.66 -2.81
C -5.32 4.92 -2.73
C -4.49 5.08 -1.63
C -4.87 5.99 -0.65
H -7.67 7.15 -1.81
H -7.15 5.56 -3.66
H -5.05 4.22 -3.52
H -3.57 4.52 -1.53
H -4.26 6.15 0.23
N -2.20 9.97 2.16
C -2.96 9.57 1.13
C -2.51 8.72 0.13
C -1.20 8.27 0.18
C -0.39 8.68 1.24
C -0.94 9.52 2.19
H -3.97 9.95 1.13
H -3.17 8.43 -0.68
H -0.81 7.61 -0.58
H 0.63 8.34 1.31
H -0.35 9.86 3.04
```

Results
Spin multiplicity: 1
Highest occupied orbital energy in eV: -10.703
Orbital gap in eV: 6.727
Total charge: +1